The following is a quantum chemistry calculation of a structure of composition C17H11BrClF6N2O9PdS2, from the OMol25 dataset.

Its net charge is -1. For the lowest unoccupied orbital energy, the calculation gives 0.960 eV. As for the energy relative to the best compared isomer or geometry (same formula, charge and spin): 66.4 kcal per mole.

Each line ends with the Löwdin charge.
Element x y z (Å)
1 Pd -0.782 0.329 -0.250  1.08
2 F 2.482 -1.327 2.258  0.12
3 C 1.401 -0.546 2.183  -0.67
4 F 1.201 -0.004 3.393  0.12
5 F 1.693 0.472 1.349  0.08
6 S -0.122 -1.528 1.691  0.67
7 O -1.022 -0.305 1.631  -0.42
8 O -0.089 -2.379 2.845  -0.23
9 N 0.527 -1.740 0.234  -0.33
10 S -0.009 -2.380 -1.136  0.61
11 O 1.098 -2.325 -2.042  -0.28
12 O -1.241 -1.754 -1.556  -0.33
13 C -0.309 -4.219 -0.897  -0.67
14 F 0.191 -4.656 0.247  0.16
15 F -1.588 -4.524 -1.012  0.16
16 F 0.345 -4.846 -1.884  0.12
17 C 3.911 3.305 -0.914  -0.02
18 C 3.379 2.921 -2.264  -0.19
19 C 4.203 2.405 -3.251  -0.07
20 C 3.681 2.030 -4.480  -0.67
21 Cl 4.747 1.391 -5.700  0.64
22 C 2.333 2.145 -4.741  -0.10
23 C 1.492 2.663 -3.763  -0.01
24 C 2.017 3.062 -2.546  -0.22
25 O 1.287 3.630 -1.530  -0.02
26 C -0.115 3.753 -1.650  -0.09
27 C -0.762 2.446 -1.238  -0.59
28 O -0.621 1.432 -1.958  -0.04
29 O -1.245 2.321 -0.074  -0.03
30 H 4.993 3.183 -0.880  0.08
31 H 3.468 2.682 -0.136  0.09
32 H 3.665 4.340 -0.672  0.08
33 H 5.261 2.285 -3.058  0.11
34 H 1.931 1.819 -5.690  0.11
35 H 0.432 2.700 -3.959  0.11
36 H -0.423 4.045 -2.655  0.13
37 H -0.410 4.523 -0.942  0.14
38 Br -4.605 -2.604 6.752  0.70
39 C -4.210 -2.047 4.980  -0.67
40 C -4.670 -0.817 4.538  -0.21
41 N -4.433 -0.370 3.310  0.08
42 C -3.705 -1.137 2.499  -0.08
43 C -3.212 -2.384 2.860  -0.11
44 C -3.483 -2.858 4.134  -0.04
45 C -2.458 -3.260 1.887  -0.56
46 O -2.656 -4.459 1.918  0.09
47 O -1.685 -2.649 1.036  -0.18
48 H -5.250 -0.179 5.197  0.09
49 H -3.507 -0.751 1.508  0.11
50 H -3.129 -3.836 4.431  0.12

The following is a quantum chemistry calculation of a structure of composition C17H11F3NNaO3S2, from the OMol25 dataset.

For the lowest unoccupied orbital energy, the calculation gives -0.340 eV.

Each line ends with the Löwdin charge.
Element x y z (Å)
1 F 1.862 -4.196 -2.533  0.11
2 C 0.774 -3.704 -1.927  -0.78
3 F -0.253 -3.564 -2.907  -0.01
4 F 0.290 -4.602 -1.030  0.09
5 S 1.003 -2.133 -1.124  1.14
6 N -1.330 -1.310 0.036  -0.24
7 C -1.532 -0.004 -0.304  -0.53
8 O -1.368 0.365 -1.490  -0.01
9 C -2.031 0.689 0.907  -0.14
10 C -1.904 -0.136 2.018  -0.22
11 C -2.139 0.320 3.308  -0.04
12 C -2.686 1.605 3.451  -0.07
13 C -2.951 2.398 2.324  -0.08
14 C -2.631 1.950 1.046  -0.01
15 S -1.157 -1.713 1.630  0.64
16 O -1.933 -2.914 1.794  -0.30
17 O 0.188 -1.666 2.143  -0.31
18 H -1.892 -0.320 4.153  0.12
19 H -2.894 1.987 4.452  0.11
20 H -3.411 3.386 2.475  0.11
21 H -2.865 2.554 0.164  0.13
22 C 2.460 0.519 -2.966  0.00
23 Na -1.823 -1.988 -1.958  0.59
24 C 2.713 -0.805 -2.739  -0.09
25 C 2.533 -1.166 -1.299  -0.44
26 C 2.305 0.220 -0.672  -0.18
27 C 2.169 1.172 -1.691  -0.18
28 C 1.566 2.410 -1.419  -0.02
29 C 1.034 2.645 -0.160  -0.07
30 C 1.120 1.663 0.846  -0.07
31 C 1.783 0.468 0.591  -0.04
32 H 2.357 1.007 -3.937  0.12
33 H 2.822 -1.613 -3.449  0.10
34 H 3.246 -1.807 -0.798  0.11
35 H 1.461 3.158 -2.210  0.11
36 H 0.536 3.585 0.083  0.11
37 H 0.681 1.824 1.834  0.11
38 H 1.896 -0.285 1.359  0.10

Number 1: DFT total energy -163235.150 eV, highest occupied orbital energy -6.783 eV. Number 2: DFT total energy -59678.832 eV, highest occupied orbital energy -8.366 eV.